Molecular formula: H10O5
Method: DFT, wB97M-V/def2-TZVPD

Energy relative to the best compared isomer or geometry (same formula, charge and spin) = 31.00 kcal per mole
Molar mass = 90.07 g mol⁻¹
SMILES = O.O.O.O.O
Net charge = 0

The geometry in XYZ format:
```
15
H10O5 wB97M-V/def2-TZVPD
O 0.3500 2.6038 -1.6639
H -0.1536 3.4176 -1.6835
H 0.0799 2.1354 -2.4538
O 1.0907 5.2688 1.4205
H 1.1406 4.3841 1.0586
H 1.5576 5.8139 0.7871
O -0.1651 -1.0615 0.0143
H 0.5596 -1.6599 -0.1670
H 0.2086 -0.1885 -0.1061
O 1.8547 -6.3105 -1.3818
H 1.6278 -6.2287 -0.4555
H 1.8071 -7.2500 -1.5585
O -3.3136 -0.2739 2.4523
H -4.0767 -0.2642 1.8746
H -2.5678 -0.3865 1.8629
```